No. 1
Density functional theory data (ωB97M-V with the def2-TZVPD basis set) for a cluster of 2 separate species, C2H3ClFN in total.

Its spin multiplicity is 3. The largest force on an atom comes out at 8.266 eV/Å. The value obtained for the energy relative to the best compared isomer or geometry (same formula, charge and spin) is 48.9 kJ/mol.

Last columns: bonded neighbours and bond lengths (Å).
Cartesian coordinates (Å):
1 C -0.115 -1.205 -0.909  N3 1.251, H6 1.095, H7 0.979
2 C -0.183 -0.796 1.471  N3 1.206, F4 1.294
3 N 0.030 -0.865 0.286  C1 1.251, C2 1.206
4 F 0.215 0.126 2.286  C2 1.294
5 Cl 0.609 2.298 -0.159  H8 1.263
6 H 0.690 -1.797 -1.358  C1 1.095
7 H -0.732 -0.634 -1.411  C1 0.979
8 H -0.515 2.872 -0.207  Cl5 1.263

---

No. 2
Density functional theory data (ωB97M-V with the def2-TZVPD basis set) for a cluster of 8 separate species, C41H67BINO8S in total.

The largest force on an atom comes out at 3.305 eV/Å. The total energy is -2979.77826 Ha. The SMILES is CB(O)N1c2ccccc2Sc2cc(I)ccc21.C1CCOC1.C1CCOC1.C1CCOC1.C1CCOC1.C1CCOC1.C1CCOC1.C1CCOC1.

Last columns: bonded neighbours and bond lengths (Å).
Cartesian coordinates (Å):
1 C 0.405 6.051 -6.641  B2 1.609, H19 1.129, H20 1.116, H21 1.130
2 B -0.338 5.686 -5.262  C1 1.609, O3 1.411, N4 1.486
3 O -1.231 6.665 -4.778  B2 1.411, H22 0.985
4 N -0.221 4.432 -4.474  B2 1.486, C5 1.432, C18 1.432
5 C 1.011 4.231 -3.772  N4 1.432, C6 1.453, C10 1.478
6 C 2.281 4.896 -4.014  C5 1.453, C7 1.467, H23 1.110
7 C 3.468 4.624 -3.196  C6 1.467, C8 1.452, H24 1.116
8 C 3.405 3.668 -2.104  C7 1.452, C9 1.455, H25 1.110
9 C 2.160 2.963 -1.840  C8 1.455, C10 1.442, H26 1.132
10 C 1.015 3.246 -2.670  C5 1.478, C9 1.442, S11 1.829
11 S -0.565 2.362 -2.404  C10 1.829, C12 1.825
12 C -1.087 2.122 -4.136  S11 1.825, C13 1.439, C18 1.481
13 C -1.714 0.892 -4.546  C12 1.439, C14 1.455, H27 1.117
14 C -2.087 0.713 -5.941  C13 1.455, I15 2.143, C16 1.449
15 I -3.010 -1.074 -6.680  C14 2.143
16 C -1.797 1.790 -6.866  C14 1.449, C17 1.462, H28 1.114
17 C -1.184 3.046 -6.437  C16 1.462, C18 1.457, H29 1.109
18 C -0.812 3.259 -5.044  N4 1.432, C12 1.481, C17 1.457
19 H 0.741 7.127 -6.576  C1 1.129
20 H 1.258 5.379 -6.900  C1 1.116
21 H -0.384 6.053 -7.449  C1 1.130
22 H -1.829 6.160 -4.180  O3 0.985
23 H 2.385 5.628 -4.841  C6 1.110
24 H 4.405 5.169 -3.461  C7 1.116
25 H 4.302 3.462 -1.483  C8 1.110
26 H 2.051 2.186 -1.024  C9 1.132
27 H -1.907 0.094 -3.789  C13 1.117
28 H -2.034 1.684 -7.950  C16 1.114
29 H -0.986 3.826 -7.199  C17 1.109
30 C 0.819 -1.993 0.704  C31 1.516, C34 1.517, H35 1.089, H36 1.094
31 C 1.813 -2.646 -0.238  C30 1.516, C32 1.518, H37 1.095, H38 1.091
32 C 2.310 -1.458 -1.042  C31 1.518, O33 1.434, H39 1.095, H40 1.092
33 O 2.243 -0.314 -0.179  C32 1.434, C34 1.437
34 C 1.487 -0.662 0.993  C30 1.517, O33 1.437, H41 1.095, H42 1.092
35 H 0.621 -2.573 1.604  C30 1.089
36 H -0.131 -1.831 0.185  C30 1.094
37 H 2.638 -3.080 0.336  C31 1.095
38 H 1.380 -3.430 -0.860  C31 1.091
39 H 1.665 -1.265 -1.906  C32 1.095
40 H 3.335 -1.590 -1.395  C32 1.092
41 H 2.186 -0.742 1.832  C34 1.095
42 H 0.768 0.129 1.214  C34 1.092
43 C -4.322 -3.730 -3.035  C44 1.516, C47 1.518, H48 1.090, H49 1.094
44 C -3.622 -4.993 -3.496  C43 1.516, C45 1.519, H50 1.094, H51 1.090
45 C -2.210 -4.773 -2.981  C44 1.519, O46 1.436, H52 1.095, H53 1.092
46 O -2.320 -3.979 -1.789  C45 1.436, C47 1.434
47 C -3.659 -3.473 -1.695  C43 1.518, O46 1.434, H54 1.096, H55 1.092
48 H -5.405 -3.831 -2.961  C43 1.090
49 H -4.100 -2.911 -3.725  C43 1.094
50 H -4.067 -5.864 -3.006  C44 1.094
51 H -3.662 -5.151 -4.574  C44 1.090
52 H -1.606 -4.211 -3.702  C45 1.095
53 H -1.697 -5.710 -2.752  C45 1.092
54 H -4.167 -4.015 -0.889  C47 1.096
55 H -3.631 -2.412 -1.437  C47 1.092
56 C 0.376 -7.424 0.816  C57 1.517, C60 1.519, H61 1.090, H62 1.094
57 C -0.584 -6.303 0.467  C56 1.517, C58 1.515, H63 1.094, H64 1.090
58 C -1.869 -7.060 0.202  C57 1.515, O59 1.433, H65 1.096, H66 1.092
59 O -1.843 -8.226 1.035  C58 1.433, C60 1.434
60 C -0.526 -8.380 1.579  C56 1.519, O59 1.434, H67 1.096, H68 1.092
61 H 1.240 -7.099 1.396  C56 1.090
62 H 0.739 -7.901 -0.099  C56 1.094
63 H -0.711 -5.641 1.328  C57 1.094
64 H -0.265 -5.698 -0.383  C57 1.090
65 H -1.927 -7.392 -0.841  C58 1.096
66 H -2.758 -6.468 0.429  C58 1.092
67 H -0.569 -8.121 2.643  C60 1.096
68 H -0.209 -9.420 1.486  C60 1.092
69 C -3.110 8.351 -0.754  C70 1.518, C73 1.519, H74 1.090, H75 1.094
70 C -1.756 7.762 -0.401  C69 1.518, C71 1.518, H76 1.094, H77 1.090
71 C -1.865 6.360 -0.973  C70 1.518, O72 1.436, H78 1.095, H79 1.092
72 O -2.737 6.444 -2.111  C71 1.436, C73 1.434
73 C -3.381 7.725 -2.111  C69 1.519, O72 1.434, H80 1.095, H81 1.092
74 H -3.123 9.441 -0.778  C69 1.090
75 H -3.860 8.016 -0.031  C69 1.094
76 H -0.966 8.315 -0.916  C70 1.094
77 H -1.538 7.769 0.667  C70 1.090
78 H -2.318 5.671 -0.252  C71 1.095
79 H -0.899 5.956 -1.281  C71 1.092
80 H -2.942 8.322 -2.918  C73 1.095
81 H -4.447 7.600 -2.312  C73 1.092
82 C -2.298 -1.712 5.338  C83 1.516, C86 1.518, H87 1.091, H88 1.095
83 C -1.049 -1.963 6.160  C82 1.516, C84 1.519, H89 1.092, H90 1.091
84 C -0.105 -2.554 5.127  C83 1.519, O85 1.434, H91 1.096, H92 1.092
85 O -0.460 -1.973 3.865  C84 1.434, C86 1.434
86 C -1.714 -1.290 4.002  C82 1.518, O85 1.434, H93 1.096, H94 1.092
87 H -2.963 -0.963 5.768  C82 1.091
88 H -2.861 -2.644 5.223  C82 1.095
89 H -0.654 -1.016 6.530  C83 1.092
90 H -1.210 -2.622 7.015  C83 1.091
91 H -0.232 -3.640 5.046  C84 1.096
92 H 0.943 -2.342 5.347  C84 1.092
93 H -1.514 -0.213 3.979  C86 1.096
94 H -2.362 -1.543 3.161  C86 1.092
95 C -1.901 1.674 9.688  C96 1.517, C99 1.518, H100 1.090, H101 1.094
96 C -1.070 2.644 8.869  C95 1.517, C97 1.518, H102 1.094, H103 1.090
97 C -0.334 1.708 7.927  C96 1.518, O98 1.435, H104 1.095, H105 1.092
98 O -1.194 0.581 7.707  C97 1.435, C99 1.434
99 C -2.271 0.627 8.653  C95 1.518, O98 1.434, H106 1.095, H107 1.092
100 H -2.771 2.131 10.160  C95 1.090
101 H -1.284 1.225 10.471  C95 1.094
102 H -1.727 3.307 8.300  C96 1.094
103 H -0.399 3.261 9.467  C96 1.090
104 H 0.595 1.340 8.377  C97 1.095
105 H -0.095 2.178 6.971  C97 1.092
106 H -3.181 0.908 8.112  C99 1.095
107 H -2.418 -0.362 9.090  C99 1.092
108 C 6.048 -2.077 -0.224  C109 1.517, C112 1.518, H113 1.091, H114 1.095
109 C 7.300 -2.329 0.595  C108 1.517, C110 1.519, H115 1.094, H116 1.090
110 C 8.241 -2.913 -0.444  C109 1.519, O111 1.433, H117 1.095, H118 1.092
111 O 7.881 -2.329 -1.702  C110 1.433, C112 1.433
112 C 6.627 -1.650 -1.560  C108 1.518, O111 1.433, H119 1.095, H120 1.092
113 H 5.381 -1.330 0.210  C108 1.091
114 H 5.487 -3.010 -0.340  C108 1.095
115 H 7.696 -1.380 0.968  C109 1.094
116 H 7.143 -2.991 1.448  C109 1.090
117 H 8.116 -3.998 -0.529  C110 1.095
118 H 9.289 -2.700 -0.228  C110 1.092
119 H 6.824 -0.573 -1.580  C112 1.095
120 H 5.977 -1.900 -2.400  C112 1.092